(1)
A single C4H7NO2 molecule, computed with the ωB97M-V functional and the def2-TZVPD basis.

**Multiplicity**: 1
**Relative energy (zero: lowest compared OMol25 entry of this formula, charge and spin)**: 64.32 kcal per mole
**SMILES**: C=C[C@H](O)NC=O

Last column: natural (NBO) charge in e.
Cartesian coordinates (Å):
C (-0.490, 2.103, 0.511)  -0.367
C (0.385, 1.242, 0.915)  -0.244
C (-0.530, -1.708, -1.559)  0.510
C (0.371, -0.202, 0.703)  0.284
N (-0.202, -0.514, -0.933)  -0.708
O (-0.466, -2.873, -1.135)  -0.637
O (1.562, -0.810, 0.861)  -0.698
H (-0.593, 3.143, 0.970)  0.213
H (-1.336, 1.860, -0.062)  0.202
H (1.175, 1.493, 1.728)  0.232
H (-0.857, -1.652, -2.555)  0.120
H (-0.500, -0.611, 1.302)  0.190
H (-0.101, 0.325, -1.518)  0.389
H (1.583, -1.795, 0.773)  0.514


(2)
A single C5H5NO2 molecule, computed with the ωB97M-V functional and the def2-TZVPD basis.

**Multiplicity**: 1
**Relative energy (zero: lowest compared OMol25 entry of this formula, charge and spin)**: 79.41 kcal per mole
**SMILES**: N#C/C=C(\C=O)CO

Last column: natural (NBO) charge in e.
Cartesian coordinates (Å):
C (1.683, -0.121, 0.300)  -0.123
C (0.194, 0.033, 0.179)  -0.029
C (-0.314, 1.438, -0.100)  0.358
C (-0.566, -1.111, -0.084)  -0.292
C (-1.919, -0.871, -0.120)  0.234
H (2.937, -1.463, -0.518)  0.488
H (1.990, 0.090, 1.480)  0.207
H (1.940, 0.757, -0.497)  0.232
H (-1.312, 1.778, -0.066)  0.175
H (0.005, -2.024, 0.149)  0.281
N (-2.973, -0.429, 0.103)  -0.290
O (2.090, -1.400, -0.184)  -0.737
O (0.508, 2.357, -0.106)  -0.506


(3)
A single C22H19ClO3 molecule, computed with the ωB97M-V functional and the def2-TZVPD basis.

**Multiplicity**: 1
**SMILES**: O=C1C(=O)[C@H]([C@H]2CC[C@@H](c3ccc(Cl)cc3)CC2)C(=O)c2ccccc21

Last column: natural (NBO) charge in e.
Cartesian coordinates (Å):
O (-1.995, -4.046, -0.183)  -0.474
O (0.231, -4.107, 1.356)  -0.458
O (2.665, -2.654, -2.143)  -0.516
Cl (-1.764, 6.832, 3.112)  0.026
C (-0.893, -3.600, -0.659)  0.436
C (0.264, -3.487, 0.289)  0.496
C (1.545, -2.513, -1.620)  0.561
C (-1.889, -2.739, -4.216)  -0.198
C (-0.637, -2.280, -4.751)  -0.190
C (-2.071, 4.273, 2.802)  -0.219
C (0.065, 5.086, 2.101)  -0.213
C (-1.947, -3.206, -2.854)  -0.160
C (0.579, -2.172, -3.893)  -0.160
C (-1.631, 3.051, 2.469)  -0.191
C (0.488, 3.762, 1.744)  -0.191
C (-1.225, 5.302, 2.642)  -0.069
C (-0.823, -3.024, -2.105)  -0.165
C (0.413, -2.534, -2.550)  -0.075
C (-0.402, 2.771, 1.893)  -0.032
C (1.331, -2.469, -0.059)  -0.405
C (1.254, 0.841, 2.207)  -0.389
C (0.306, 1.347, -0.047)  -0.377
C (1.805, -0.564, 1.694)  -0.391
C (0.593, -0.156, -0.506)  -0.402
C (-0.051, 1.379, 1.447)  -0.221
C (0.928, -1.188, 0.651)  -0.209
H (-2.702, -2.628, -4.942)  0.226
H (-0.752, -2.008, -5.807)  0.224
H (-3.045, 4.386, 3.159)  0.224
H (0.823, 5.808, 1.924)  0.223
H (-2.834, -3.642, -2.277)  0.267
H (1.489, -1.921, -4.393)  0.241
H (-2.348, 2.284, 2.691)  0.209
H (1.556, 3.572, 1.487)  0.216
H (2.204, -3.024, 0.472)  0.275
H (2.030, 1.584, 2.069)  0.201
H (1.039, 0.801, 3.295)  0.217
H (-0.530, 1.744, -0.608)  0.212
H (1.166, 1.961, -0.202)  0.194
H (2.769, -0.416, 1.310)  0.206
H (1.836, -1.274, 2.580)  0.221
H (-0.288, -0.492, -1.131)  0.214
H (1.447, -0.047, -1.080)  0.200
H (-0.964, 0.783, 1.552)  0.206
H (-0.036, -1.379, 1.080)  0.207


(4)
A single C4H9N molecule, computed with the ωB97M-V functional and the def2-TZVPD basis.

**Multiplicity**: 1
**Relative energy (zero: lowest compared OMol25 entry of this formula, charge and spin)**: 23.66 kcal per mole
**SMILES**: C=CNCC

Last column: natural (NBO) charge in e.
Cartesian coordinates (Å):
C (1.747, -1.836, 0.694)  -0.516
C (0.854, -0.883, 0.958)  0.011
N (-0.109, -0.505, 0.012)  -0.618
C (-0.951, 0.692, 0.228)  -0.210
C (-1.089, 1.429, -1.099)  -0.632
H (2.506, -2.318, 1.294)  0.212
H (1.742, -2.241, -0.318)  0.177
H (0.702, -0.494, 1.951)  0.190
H (0.193, -0.627, -0.943)  0.377
H (-1.918, 0.487, 0.687)  0.189
H (-0.433, 1.368, 0.991)  0.177
H (-0.492, 1.041, -1.946)  0.207
H (-2.100, 1.460, -1.513)  0.217
H (-0.654, 2.426, -0.995)  0.219


Results for max |F|: 5.2 5.0 5.2 1.8 (in eV/Å, following the order of the records).
Results for LUMO energy: 0.8 -1.0 -1.3 1.2 (in eV, following the order of the records).